ORCA calculation (ωB97M-V with the def2-TZVPD basis set) on a 13-piece molecular cluster, C74H151F18N8O14 overall at a distorted geometry.

Cartesian coordinates (Å):
C: 16.33 13.60 24.11
C: 17.76 13.71 24.42
C: 18.50 13.73 23.14
O: 19.92 13.64 23.47
C: 20.70 13.68 22.24
N: 18.14 14.91 25.18
H: 17.58 15.09 26.03
H: 19.12 15.15 25.24
H: 17.45 15.98 24.21
H: 15.74 14.03 24.90
H: 15.98 12.58 24.00
H: 16.14 14.20 23.17
H: 18.09 12.85 25.02
H: 18.39 14.66 22.64
H: 18.21 13.02 22.38
H: 20.75 14.70 21.78
H: 20.32 12.94 21.56
H: 21.73 13.43 22.48
C: 11.03 21.05 19.84
C: 11.98 19.77 20.18
C: 13.23 20.14 20.98
O: 14.12 20.98 20.25
C: 15.29 21.22 21.07
N: 11.20 18.69 20.89
H: 10.63 19.09 21.66
H: 10.60 18.22 20.17
H: 11.18 16.67 21.17
H: 10.42 21.38 20.68
H: 10.31 20.79 19.02
H: 11.71 21.89 19.51
H: 12.33 19.26 19.28
H: 13.69 19.19 21.19
H: 13.02 20.64 21.89
H: 15.97 21.73 20.41
H: 15.66 20.21 21.45
H: 15.22 21.88 21.98
C: 15.40 13.11 20.64
C: 15.02 13.59 19.26
N: 14.73 12.45 18.42
C: 14.32 11.18 18.77
C: 14.25 10.52 17.61
N: 14.72 11.33 16.63
C: 15.03 12.47 17.11
C: 14.97 10.97 15.27
H: 15.92 13.93 21.15
H: 16.04 12.18 20.62
H: 14.55 12.90 21.21
H: 15.86 14.12 18.82
H: 14.15 14.23 19.23
H: 14.17 10.89 19.78
H: 13.77 9.58 17.38
H: 15.23 13.36 16.49
H: 14.25 10.19 15.01
H: 16.02 10.61 15.17
H: 15.00 11.83 14.54
C: 15.41 16.20 10.72
C: 16.84 15.61 11.02
C: 16.55 14.45 12.01
N: 17.78 13.93 12.81
C: 18.93 13.55 11.90
C: 20.00 12.65 12.65
C: 19.42 11.32 13.23
C: 18.29 11.76 14.12
C: 17.27 12.67 13.45
C: 18.16 14.94 13.84
H: 15.42 16.88 9.88
H: 15.08 16.85 11.55
H: 14.65 15.36 10.64
H: 17.48 16.39 11.38
H: 17.23 15.12 10.15
H: 16.23 13.51 11.43
H: 15.83 14.64 12.71
H: 18.51 12.95 11.11
H: 19.39 14.48 11.56
H: 20.76 12.44 11.93
H: 20.49 13.24 13.50
H: 19.14 10.67 12.39
H: 20.26 10.77 13.71
H: 17.82 10.96 14.65
H: 18.78 12.34 14.94
H: 16.93 12.13 12.65
H: 16.54 13.07 14.09
H: 19.09 14.65 14.28
H: 17.31 14.95 14.53
H: 18.25 15.98 13.33
C: 17.65 18.69 13.45
C: 17.33 18.93 14.92
C: 16.96 17.68 15.69
N: 16.32 17.95 17.04
C: 15.50 16.77 17.46
C: 15.08 16.86 18.95
C: 16.29 17.20 19.82
C: 17.01 18.44 19.34
C: 17.46 18.20 17.99
C: 15.42 19.13 16.94
H: 16.72 18.78 12.90
H: 18.26 17.82 13.23
H: 18.20 19.56 13.17
H: 16.55 19.64 15.09
H: 18.10 19.54 15.34
H: 17.77 16.99 15.87
H: 16.22 17.08 15.13
H: 16.21 15.91 17.33
H: 14.68 16.68 16.81
H: 14.61 15.97 19.27
H: 14.27 17.62 19.02
H: 16.97 16.36 19.93
H: 15.93 17.50 20.84
H: 17.89 18.71 19.92
H: 16.34 19.36 19.39
H: 18.08 17.29 17.97
H: 18.01 19.03 17.51
H: 16.01 19.99 16.87
H: 14.81 19.35 17.83
H: 14.69 19.10 16.12
C: 20.75 20.53 10.51
C: 21.96 19.64 10.51
C: 21.54 18.16 10.42
N: 22.63 17.13 10.21
C: 23.60 17.24 11.39
C: 24.63 16.20 11.39
C: 23.98 14.75 11.35
C: 23.09 14.60 10.13
C: 21.98 15.68 10.15
C: 23.39 17.50 8.95
H: 21.00 21.59 10.46
H: 20.17 20.47 11.40
H: 20.12 20.30 9.64
H: 22.72 19.79 11.35
H: 22.51 19.86 9.62
H: 20.90 18.14 9.53
H: 20.97 17.84 11.31
H: 22.98 17.13 12.35
H: 23.95 18.27 11.15
H: 25.15 16.31 12.33
H: 25.44 16.50 10.68
H: 23.29 14.65 12.25
H: 24.70 13.96 11.40
H: 22.66 13.58 10.10
H: 23.68 14.70 9.25
H: 21.39 15.69 11.06
H: 21.40 15.73 9.21
H: 22.69 17.74 8.13
H: 23.96 16.63 8.53
H: 23.96 18.34 9.26
C: 13.46 21.76 15.40
C: 14.46 22.60 16.27
C: 13.95 24.02 16.45
N: 14.95 25.03 16.94
C: 16.28 24.97 16.19
C: 17.36 25.93 16.76
C: 17.62 25.77 18.23
C: 16.33 25.79 19.01
C: 15.38 24.80 18.45
C: 14.20 26.32 16.82
H: 13.86 20.91 14.93
H: 13.02 22.29 14.58
H: 12.63 21.34 16.04
H: 15.40 22.65 15.67
H: 14.71 22.11 17.24
H: 13.19 24.07 17.19
H: 13.53 24.34 15.52
H: 16.62 23.96 16.18
H: 16.10 25.34 15.15
H: 18.27 25.67 16.14
H: 16.98 26.95 16.61
H: 18.13 24.88 18.47
H: 18.27 26.61 18.47
H: 16.42 25.52 20.05
H: 15.84 26.81 19.13
H: 15.71 23.75 18.41
H: 14.38 24.85 19.11
H: 14.93 27.03 17.04
H: 13.55 26.26 17.63
H: 13.70 26.48 15.88
C: 17.73 17.80 23.39
O: 19.12 17.83 23.73
O: 17.03 16.70 23.54
C: 17.10 18.80 24.41
F: 17.55 20.08 24.44
F: 15.76 18.91 24.13
F: 17.18 18.30 25.62
C: 19.92 17.24 22.71
C: 21.30 17.66 22.91
H: 21.80 17.45 23.90
H: 21.97 17.26 22.18
H: 21.27 18.75 22.77
H: 19.58 17.59 21.72
H: 19.78 16.17 22.70
H: 17.57 18.19 22.41
C: 13.71 15.37 14.38
O: 13.09 16.20 15.38
O: 14.93 14.86 14.67
C: 12.78 14.19 13.97
F: 13.19 13.78 12.77
F: 12.86 13.17 14.83
F: 11.45 14.39 13.80
C: 12.49 17.36 14.83
C: 11.79 18.20 15.91
H: 11.05 17.67 16.47
H: 12.54 18.54 16.69
H: 11.37 19.19 15.43
H: 11.85 17.08 14.06
H: 13.34 17.98 14.48
H: 13.67 15.90 13.38
C: 20.92 17.23 13.93
O: 21.70 18.44 13.85
O: 20.79 16.57 12.76
C: 21.81 16.20 14.82
F: 21.16 14.99 14.97
F: 22.93 15.90 14.17
F: 22.12 16.63 16.03
C: 21.19 19.44 14.73
C: 21.90 20.76 14.56
H: 22.88 20.64 15.04
H: 22.00 21.09 13.52
H: 21.34 21.52 15.18
H: 21.27 19.13 15.79
H: 20.10 19.61 14.54
H: 19.98 17.37 14.45
C: 17.95 21.76 18.48
O: 18.10 22.80 19.49
O: 16.75 21.65 18.15
C: 18.95 22.19 17.31
F: 18.33 22.94 16.37
F: 20.17 22.74 17.70
F: 19.24 21.02 16.60
C: 18.83 22.43 20.72
C: 18.39 23.29 21.89
H: 17.25 23.46 21.84
H: 18.58 22.76 22.85
H: 18.79 24.29 21.93
H: 19.87 22.58 20.47
H: 18.77 21.35 20.88
H: 18.36 20.75 18.75
C: 18.45 12.93 17.38
O: 18.14 11.92 18.41
O: 17.48 13.36 16.63
C: 19.05 13.99 18.21
F: 18.19 14.44 19.23
F: 20.19 13.58 18.84
F: 19.42 15.09 17.47
C: 18.44 10.60 17.96
C: 18.03 9.64 19.06
H: 18.18 8.57 18.83
H: 18.46 9.87 20.07
H: 16.94 9.78 19.17
H: 19.46 10.51 17.61
H: 17.77 10.44 17.07
H: 19.33 12.50 16.85
C: 9.94 15.22 20.74
O: 9.45 15.57 19.51
O: 11.25 15.73 21.04
C: 8.91 15.77 21.81
F: 8.66 17.11 21.54
F: 7.79 15.13 21.70
F: 9.23 15.70 23.11
C: 10.00 14.81 18.37
C: 9.31 15.19 17.01
H: 9.84 14.52 16.24
H: 8.27 15.03 16.89
H: 9.54 16.31 16.73
H: 9.84 13.70 18.59
H: 11.06 14.96 18.27
H: 10.09 14.13 20.78

As for the charge: +1. The orbital gap comes out at 8.2 eV.

ORCA calculation (ωB97M-V with the def2-TZVPD basis set) on a 7-piece molecular cluster, C74H52O12S2 overall at a distorted geometry.

Cartesian coordinates (Å):
C: -6.49 -0.49 -5.75
S: -5.03 0.56 -6.37
O: -5.53 1.91 -6.77
C: -4.08 0.87 -4.80
H: -6.19 -1.44 -5.33
H: -7.11 -0.65 -6.63
H: -7.02 0.22 -5.11
H: -3.99 -0.11 -4.32
H: -4.64 1.57 -4.18
H: -3.07 1.17 -5.06
C: 0.07 8.26 2.18
S: 0.31 7.99 0.40
O: -0.73 8.85 -0.30
C: 1.72 9.17 0.24
H: -0.40 7.48 2.79
H: -0.71 9.00 2.32
H: 0.91 8.79 2.61
H: 1.52 9.67 -0.71
H: 2.64 8.60 0.14
H: 1.78 9.81 1.12
C: 0.60 -7.33 -0.92
C: -0.34 -8.21 -1.23
C: -1.63 -8.04 -0.91
C: -1.99 -7.01 -0.01
C: -1.01 -6.05 0.37
C: 0.31 -6.19 -0.17
C: -1.40 -4.87 1.26
O: -0.60 -4.00 1.52
C: -2.74 -4.99 1.83
C: -3.19 -3.94 2.82
C: -4.45 -3.94 3.40
C: -5.36 -4.91 2.97
C: -4.96 -5.96 2.16
C: -3.66 -6.04 1.58
C: -3.30 -7.16 0.77
O: -4.08 -8.06 0.64
H: 1.58 -7.51 -1.33
H: -0.06 -9.03 -1.88
H: -2.34 -8.81 -1.20
H: 1.07 -5.44 -0.04
H: -2.48 -3.18 3.09
H: -4.80 -3.15 4.05
H: -6.34 -4.95 3.43
H: -5.77 -6.59 1.82
C: -1.75 -4.85 8.01
C: -1.37 -5.67 9.03
C: -0.07 -5.51 9.51
C: 0.87 -4.61 8.84
C: 0.41 -3.81 7.86
C: -0.79 -3.98 7.36
C: 1.16 -2.74 7.10
O: 0.74 -2.04 6.20
C: 2.66 -2.54 7.62
C: 3.53 -1.68 6.96
C: 4.80 -1.57 7.37
C: 5.26 -2.36 8.37
C: 4.41 -3.14 9.12
C: 3.06 -3.30 8.73
C: 2.25 -4.42 9.42
O: 2.68 -5.22 10.29
H: -2.71 -4.90 7.53
H: -2.00 -6.43 9.46
H: 0.41 -6.23 10.15
H: -1.20 -3.32 6.62
H: 3.06 -1.03 6.24
H: 5.36 -0.95 6.69
H: 6.32 -2.27 8.55
H: 4.76 -3.70 9.98
C: 3.25 -5.00 -3.27
C: 4.14 -5.15 -2.21
C: 4.64 -4.05 -1.48
C: 4.27 -2.70 -1.81
C: 3.33 -2.50 -2.84
C: 2.82 -3.73 -3.53
C: 2.79 -1.19 -3.16
O: 2.02 -1.06 -4.13
C: 3.21 -0.01 -2.24
C: 2.62 1.28 -2.43
C: 3.15 2.34 -1.76
C: 4.29 2.15 -0.93
C: 4.86 0.98 -0.77
C: 4.26 -0.17 -1.35
C: 4.85 -1.53 -1.11
O: 5.75 -1.65 -0.23
H: 3.07 -5.92 -3.79
H: 4.40 -6.19 -2.03
H: 5.33 -4.15 -0.65
H: 2.12 -3.50 -4.31
H: 1.73 1.35 -3.04
H: 2.67 3.30 -1.89
H: 4.53 3.07 -0.43
H: 5.70 0.93 -0.09
C: -2.10 3.53 -2.52
C: -1.50 4.66 -1.85
C: -0.42 4.36 -1.02
C: -0.11 3.05 -0.70
C: -0.71 1.94 -1.37
C: -1.80 2.24 -2.27
C: -0.25 0.49 -1.03
O: -0.65 -0.44 -1.58
C: 0.50 0.40 0.36
C: 0.72 -0.87 0.95
C: 1.14 -1.03 2.28
C: 1.58 0.06 2.97
C: 1.53 1.31 2.36
C: 0.92 1.59 1.09
C: 0.93 2.93 0.45
O: 1.54 3.80 1.00
H: -2.88 3.78 -3.22
H: -1.91 5.65 -1.78
H: -0.02 5.17 -0.44
H: -2.39 1.48 -2.76
H: 0.46 -1.81 0.49
H: 1.25 -1.98 2.77
H: 1.97 -0.04 3.98
H: 1.91 2.19 2.86
C: -4.54 6.91 -5.94
C: -4.67 5.76 -6.68
C: -3.72 4.75 -6.64
C: -2.53 4.94 -5.84
C: -2.45 6.19 -5.19
C: -3.37 7.20 -5.32
C: -1.10 6.69 -4.61
O: -0.98 7.83 -4.19
C: 0.07 5.78 -4.80
C: 1.37 6.29 -4.46
C: 2.40 5.33 -4.34
C: 2.12 4.01 -4.58
C: 0.97 3.63 -5.11
C: -0.03 4.56 -5.38
C: -1.36 4.04 -5.90
O: -1.53 2.88 -6.35
H: -5.28 7.67 -6.12
H: -5.53 5.64 -7.33
H: -3.98 3.84 -7.16
H: -3.14 8.20 -4.96
H: 1.47 7.30 -4.08
H: 3.36 5.73 -4.07
H: 2.92 3.28 -4.52
H: 1.11 2.63 -5.50

As for the charge: 0. The orbital gap comes out at 7.4 eV.

What are the lowest unoccupied orbital energy values for these records? In order: -1.3, -1.3 eV.
What are the highest occupied orbital energy values for these records? In order: -9.52, -8.72 eV.